1.
Formula: C5H20N10O5
Source: the Open Molecules 2025 dataset
Level of theory: ωB97M-V with the def2-TZVPD basis set

The geometry in XYZ format:
```
40
C5H20N10O5 ωB97M-V with the def2-TZVPD basis set
O -14.9710 31.1195 19.3323
O -28.6072 29.8453 14.0503
O -21.8606 25.4984 15.0938
O -22.7154 26.2247 9.6012
O -19.1760 22.8361 20.8578
N -15.1526 31.4376 17.0866
N -16.9037 31.6172 18.2824
N -20.8928 22.7642 19.4889
N -23.4537 24.9077 7.9665
N -18.8950 23.2231 18.7150
N -27.1002 31.3153 14.7059
N -28.7917 32.0447 13.5961
N -21.3056 27.0187 16.5993
N -21.8393 27.6405 14.5865
N -23.7938 24.2240 9.9545
C -15.6149 31.3306 18.3230
C -28.1981 31.0315 14.0761
C -23.2829 25.1838 9.1819
C -21.7100 26.6132 15.4219
C -19.5987 22.9314 19.7369
H -26.6940 32.2297 14.8436
H -26.7632 30.4035 14.9799
H -21.2905 26.3063 17.3152
H -17.1385 31.8829 19.2281
H -20.9028 27.9361 16.7266
H -14.1668 31.6575 17.0905
H -15.6866 31.7070 16.2728
H -21.7955 28.5767 14.9629
H -21.5792 22.6203 20.2157
H -28.6137 32.9862 13.9153
H -24.2235 24.3284 7.6634
H -23.4926 24.2439 10.9183
H -24.2078 23.4443 9.4638
H -17.9293 23.4980 18.8245
H -19.2305 22.7108 17.9118
H -29.6085 31.7960 13.0565
H -22.8581 25.4443 7.3521
H -21.1437 22.8376 18.5133
H -21.8680 27.3879 13.6091
H -17.4829 31.8662 17.4933
```

Calculated values
**Largest force on an atom**: 6.82 eV/A
**LUMO level**: 0.010 Ha
**Charge**: 0
**SMILES string**: NC(N)=O.NC(N)=O.NC(N)=O.NC(N)=O.NC(N)=O
**ΔE to the lowest compared entry with this formula, charge and spin**: 97.6 kcal/mol
**HOMO-LUMO gap**: 9.75 eV
**E_HOMO**: -0.3487 Eh
**Calculated total energy**: -30649.42612 eV

natural (NBO) population analysis, charges in e, atoms 1 to 6: -0.65, -0.70, -0.65, -0.69, -0.67, -0.84

2.
Formula: C20H48AgB3CuF18N7O10S2
Source: the Open Molecules 2025 dataset
Level of theory: ωB97M-V with the def2-TZVPD basis set

The geometry in XYZ format:
```
110
C20H48AgB3CuF18N7O10S2 ωB97M-V with the def2-TZVPD basis set
Ag -9.7239 -19.9325 -2.5159
Cu -12.3181 -18.5936 0.8404
S -15.3693 -18.8992 -0.3119
S -13.1907 -19.6833 -1.8289
F -12.6519 -17.0740 -2.8436
F -13.9346 -18.3162 -4.0215
F -12.9197 -20.0525 2.0421
F -12.2189 -20.8791 4.0977
F -10.6159 -17.7231 -0.1693
F -13.0615 -15.3460 2.5732
F -11.7156 -17.1273 2.4636
F -15.0205 -16.3580 -0.4506
F -14.9157 -17.1160 1.5553
F -10.2680 -19.2422 1.5180
F -11.1419 -15.1249 1.3285
F -16.8169 -16.9107 0.5420
F -14.3994 -21.5571 3.2688
F -9.0097 -19.4447 -0.5316
F -11.8741 -18.7637 -3.8366
F -8.5121 -17.6700 0.9445
F -12.7216 -16.5531 0.5683
F -14.0064 -19.3955 4.0930
O -15.9621 -18.9258 -1.5674
O -15.0713 -14.2637 -2.7182
O -17.4299 -22.5765 3.6594
O -8.8093 -17.4789 -2.7855
O -11.9048 -20.1663 -1.4188
O -11.9587 -16.4898 6.5244
O -14.2261 -23.5101 -1.2920
O -8.0645 -19.8921 3.1195
O -14.1805 -20.5611 -2.3150
O -15.8602 -19.7720 0.6770
N -15.5155 -25.3524 -0.3898
N -13.2853 -14.9033 5.4015
N -16.7440 -12.6288 -2.2143
N -13.7189 -18.8974 -0.4083
N -16.7958 -21.7010 5.7253
N -9.3846 -21.4486 4.1323
N -7.8857 -15.9386 -1.2776
C -8.5904 -19.4298 5.5210
C -14.5533 -25.4114 0.7651
C -15.5791 -17.1928 0.4007
C -16.6114 -23.5755 -2.0064
C -17.3572 -21.5661 4.3086
C -15.3260 -23.9211 -1.3813
C -6.7833 -14.9968 -1.1213
C -17.7207 -20.1661 4.0073
C -14.5124 -12.7676 -0.9512
C -7.9345 -15.5108 -3.8000
C -14.2221 -16.1229 5.1527
C -12.2171 -15.3441 6.4520
C -17.6987 -13.4577 -3.0119
C -8.3195 -16.4026 -2.7169
C -8.5132 -20.1112 4.1964
C -12.9519 -18.3330 -3.1737
C -11.6961 -14.2079 7.3074
C -9.1017 -22.2749 2.9128
C -15.3200 -13.3222 -2.0515
C -16.6225 -23.1249 6.1760
B -12.1292 -15.9644 1.7631
B -9.5069 -18.4937 0.4267
B -13.4177 -20.5002 3.4551
H -13.6019 -16.9560 4.8976
H -14.9385 -24.7692 1.5598
H -8.2916 -18.3804 5.3915
H -11.3926 -13.3861 6.6357
H -16.5249 -22.6516 -2.5854
H -13.8431 -14.1377 5.8087
H -18.0550 -19.7135 4.9505
H -17.5199 -21.3251 6.3736
H -17.8627 -14.4319 -2.5443
H -8.3040 -14.4764 -3.7299
H -9.5865 -19.5197 5.9514
H -12.4152 -13.8805 8.0518
H -16.8603 -24.3925 -2.6829
H -6.8560 -15.5211 -3.9381
H -9.7759 -23.1162 2.9006
H -16.5666 -11.7004 -2.6806
H -18.5224 -20.1389 3.2565
H -16.4775 -25.5405 -0.0881
H -17.3700 -23.4455 -1.2409
H -10.8887 -14.5924 7.8929
H -7.1076 -14.0673 -1.5698
H -18.6684 -12.9671 -2.9501
H -13.5399 -25.1342 0.4678
H -15.9789 -23.6578 5.4893
H -17.3720 -13.5994 -4.0386
H -5.9464 -15.3518 -1.6887
H -10.3853 -21.2228 4.2751
H -14.9010 -13.0452 0.0237
H -15.3190 -26.1182 -1.0772
H -7.8789 -19.9138 6.2035
H -8.0825 -22.6204 2.9617
H -12.8730 -14.5153 4.5415
H -14.4284 -11.6960 -1.0719
H -8.3229 -15.9320 -4.7218
H -16.2384 -23.1303 7.1881
H -14.8849 -15.8673 4.3570
H -17.6169 -23.5318 6.3337
H -16.8764 -19.6678 3.5098
H -8.6704 -15.4349 -0.8675
H -8.9871 -22.0512 4.8684
H -14.5824 -26.3987 1.1989
H -17.1735 -12.3603 -1.3401
H -9.3271 -21.6957 1.9968
H -15.8821 -21.2538 5.7631
H -7.7183 -16.7763 -0.7228
H -14.8657 -16.2728 6.0142
H -6.5737 -14.8426 -0.0409
H -13.4821 -13.1274 -1.0211
```

Calculated values
**Largest force on an atom**: 3.37 eV/A
**LUMO level (alpha / beta)**: -0.375 / -0.439 Ha
**Charge**: +5
**2S+1**: 2
**HOMO-LUMO gap (alpha / beta)**: 10.25 / 8.48 eV
**E_HOMO (alpha / beta)**: -0.7516 / -0.7506 Eh
**Calculated total energy**: -173645.66227 eV

Mulliken population analysis, charges in e, atoms 1 to 6: 0.82, 3.99, 0.70, 0.18, -0.15, -0.17

3.
Formula: C4H6O2
Source: the Open Molecules 2025 dataset
Level of theory: ωB97M-V with the def2-TZVPD basis set

The geometry in XYZ format:
```
12
C4H6O2 ωB97M-V with the def2-TZVPD basis set
O 1.6096 2.1036 0.9620
O -2.5662 -1.0555 -0.3762
C -1.5471 -0.4576 0.0078
C 0.9588 0.1140 -0.2061
C 0.6865 1.3151 0.6461
C -0.1707 -0.8733 -0.4221
H 1.3806 0.4364 -1.1741
H -0.2881 -1.1851 -1.4701
H 0.0525 -1.8469 0.0550
H 1.8464 -0.3848 0.2352
H -0.3493 1.5188 0.9479
H -1.6129 0.3151 0.7947
```

Calculated values
**Largest force on an atom**: 0.96 eV/A
**LUMO level (alpha / beta)**: 0.165 / 0.162 Ha
**Charge**: -1
**ΔE to the lowest compared entry with this formula, charge and spin**: 0.0 kcal/mol
**2S+1**: 2
**HOMO-LUMO gap (alpha / beta)**: 4.53 / 8.73 eV
**E_HOMO (alpha / beta)**: -0.0013 / -0.1589 Eh
**Calculated total energy**: -8338.71958 eV

natural (NBO) population analysis, charges in e, atoms 1 to 6: -0.70, -0.69, 0.26, -0.51, 0.22, -0.51

4.
Formula: H28O14
Source: the Open Molecules 2025 dataset
Level of theory: ωB97M-V with the def2-TZVPD basis set

The geometry in XYZ format:
```
42
H28O14 ωB97M-V with the def2-TZVPD basis set
O -3.1014 3.3784 1.7505
O 0.4803 -4.8786 1.4284
O 3.4079 3.8142 -0.0276
O 3.4895 -1.0497 -2.1060
O 2.4560 0.8290 -0.8649
O -2.6106 -0.2113 -1.1298
O 1.5151 -2.3147 4.0334
O -0.2286 -2.6929 -2.4415
O -1.7786 -2.7866 3.1959
O -1.0190 -1.2064 -5.1015
O -2.9279 0.4704 3.1491
O -0.5233 -0.4442 1.2694
O 0.5675 2.5567 -3.6254
O -0.3310 5.5252 -0.4907
H -0.2065 -0.7189 -5.1924
H 0.4477 5.0925 -0.6369
H -2.9135 -0.3610 -0.2360
H -3.0883 3.2016 0.8053
H 2.2268 -0.0559 -0.7521
H 3.2288 1.1834 -1.0860
H -1.6205 -0.0267 -1.2302
H 0.5092 -4.8864 2.3084
H 4.1412 3.2649 -0.3196
H -3.9962 0.5020 3.5194
H -0.2617 3.1093 -3.6936
H 0.5240 -3.1088 -2.6607
H -0.7440 -0.3275 2.3030
H 0.4187 -0.3830 1.1211
H -0.1606 -5.3077 1.1734
H -2.5151 -2.4277 3.6483
H -1.7300 -2.2791 2.2495
H -0.5240 -3.1651 -1.6274
H 2.8109 3.7893 -0.7601
H 1.4969 -3.2657 3.5315
H -2.5600 4.1383 1.8804
H -0.7340 5.3089 0.3595
H 0.3769 1.7896 -2.9655
H -2.3966 0.9191 3.8274
H 2.4516 -2.3516 4.1303
H -1.2264 -1.1992 -4.2602
H 3.4712 -1.6591 -2.9216
H 3.1775 -1.7649 -1.5546
```

Calculated values
**Largest force on an atom**: 13.20 eV/A
**LUMO level (alpha / beta)**: -0.122 / -0.414 Ha
**Charge**: +1
**ΔE to the lowest compared entry with this formula, charge and spin**: 172.9 kcal/mol
**2S+1**: 2
**HOMO-LUMO gap (alpha / beta)**: 10.60 / 2.39 eV
**E_HOMO (alpha / beta)**: -0.5118 / -0.5020 Eh
**Calculated total energy**: -29103.25599 eV

natural (NBO) population analysis, charges in e, atoms 1 to 6: -0.92, -0.90, -0.91, -0.91, -0.88, -0.71